Computed, not measured: an isolated molecule of C5H12NO in a non-equilibrium geometry, with ωB97M-V/def2-TZVPD.

Last column: natural (NBO) charge in e.
CARTESIAN COORDINATES (ANGSTROEM)
O1 1.585948 -1.863609 0.996448  -0.2871
N1 -0.273201 1.462989 -0.700154  -0.6229
C1 0.237537 0.969617 1.674276  -0.6148
C2 0.263749 0.471450 0.240792  -0.0413
C3 0.330291 -2.068568 0.569266  -0.1397
C4 -0.583110 -0.840217 0.142600  -0.4506
C5 -0.349018 0.956248 -2.068787  -0.4194
H1 1.259174 0.134486 -0.078226  0.1723
H2 -0.526240 1.802787 -2.728130  0.2039
H3 0.336649 -2.692080 -0.329226  0.2078
H4 0.136318 0.108907 2.324759  0.2117
H5 1.101835 1.600548 1.872930  0.2140
H6 -1.266272 0.387219 -2.224411  0.1893
H7 -0.649463 1.572057 1.786311  0.2188
H8 0.534098 0.370644 -2.337684  0.1669
H9 -1.278548 -0.705838 0.969127  0.2035
H10 -1.067249 -1.222345 -0.733155  0.2167
H11 -0.135084 -2.712017 1.337173  0.2208
H12 0.342588 2.267721 -0.713909  0.3502

Atoms 1-6, force components in eV/Å:
O 0.35 0.14 0.08
N 0.06 -0.04 0.05
C 0.12 0.00 -0.77
C -0.74 -1.09 -1.78
C -0.90 0.60 -0.43
C 1.43 -0.35 2.87

## Properties
* Kohn-Sham gap (alpha / beta): 9.908 / 7.477 eV
* expectation value of S²: 0.754
* net charge: 0
* calculated total energy: -8914.1186 eV
* multiplicity: 2